Below is a structure of composition C3H6O3, with properties calculated with ωB97M-V/def2-TZVPD.

The orbital gap comes out at 10.483 eV. The calculation puts the total energy at -343.5286 hartree. As for the energy above the lowest of the compared OMol25 structures with the same formula, charge and spin: 330.7 kJ/mol. The total charge is 0.

The geometry in XYZ format:
```
12
C3H6O3 (ωB97M-V/def2-TZVPD)
O 0.754 0.036 1.548
O -0.876 0.546 -0.936
O -1.497 -0.385 1.092
C -1.208 -0.551 -0.148
C 1.008 -0.164 0.301
C 0.488 0.880 -0.714
H 1.942 -0.696 0.073
H 0.583 1.883 -0.285
H -0.490 -0.021 1.562
H -1.791 -1.297 -0.695
H 0.063 -1.067 -0.126
H 1.022 0.835 -1.670
```

Below is a cluster of 2 separate species, C4H13NO2 in total in a non-equilibrium geometry, with properties calculated with ωB97M-V/def2-TZVPD.

The orbital gap comes out at 10.261 eV. The calculation puts the total energy at -365.3977 hartree. As for the energy above the lowest of the compared OMol25 structures with the same formula, charge and spin: 117.7 kJ/mol. The structure (SMILES) is CCCNCO.O. The total charge is 0.

The geometry in XYZ format:
```
20
C4H13NO2 (ωB97M-V/def2-TZVPD)
O 0.058 1.657 -1.732
O 1.750 -3.191 -0.284
N 0.869 0.254 0.057
C 0.902 0.557 -1.339
C -0.356 -0.448 0.468
C -2.210 1.211 1.147
C -1.012 0.335 1.586
H 0.559 -0.305 -1.933
H 1.069 1.084 0.595
H 1.703 -2.236 -0.397
H -2.056 2.296 1.247
H 1.878 0.858 -1.706
H -0.135 -1.509 0.653
H -2.580 0.933 0.159
H -1.450 -0.287 2.366
H -0.290 0.950 2.162
H -2.992 1.178 1.889
H 2.303 -3.252 0.510
H -0.836 1.729 -1.356
H -1.103 -0.565 -0.351
```

Below is a structure of composition C33H43F5NOP2Pt in a non-equilibrium geometry, with properties calculated with ωB97M-V/def2-TZVPD.

The orbital gap comes out at 6.585 eV. The calculation puts the total energy at -2714.7169 hartree. The total charge is -1.

The geometry in XYZ format:
```
86
C33H43F5NOP2Pt (ωB97M-V/def2-TZVPD)
Pt -0.624 0.063 -0.486
P -0.917 2.271 -0.284
P -2.076 -1.759 -0.076
F 3.027 -0.938 2.165
F 3.885 -3.411 2.766
F 2.101 -5.044 -1.275
F 1.248 -2.594 -1.922
F 3.432 -5.509 1.070
O 1.672 -0.448 -0.167
N -0.838 0.241 1.626
C 2.085 -1.627 0.093
C -0.434 4.889 -1.506
C 2.343 -4.020 -0.433
C 1.168 2.492 3.802
C -0.107 3.396 -1.507
C -3.631 -0.307 3.996
C 2.791 -1.931 1.286
C -2.674 2.792 -0.062
C -5.559 -1.956 3.996
C -0.272 0.001 -2.525
C 0.506 1.358 3.354
C 0.515 3.675 1.835
C -2.492 0.250 3.446
C 3.014 -4.263 0.751
C -3.848 -1.772 2.148
C -2.724 -1.224 1.544
C 1.405 3.156 -1.444
C -3.398 2.795 -1.409
C 1.875 4.902 3.571
C -3.558 -1.938 -1.190
C -0.131 2.545 1.357
C -1.498 -3.502 0.262
C -2.539 -4.607 0.425
C -4.644 -0.902 -0.900
C -0.610 -3.455 1.511
C -3.105 -1.821 -2.645
C 1.175 3.669 3.061
C -2.914 4.077 0.727
C 3.234 -3.197 1.607
C 1.902 -2.752 -0.752
C -0.171 1.374 2.141
C -4.332 -1.339 3.376
C -1.979 -0.210 2.210
H -1.478 5.091 -1.744
H -0.218 5.359 -0.545
H -2.366 4.077 1.670
H -0.874 0.707 -3.110
H 1.713 2.453 4.740
H -2.624 4.962 0.160
H 2.162 5.561 2.751
H -3.150 3.686 -1.989
H -5.176 -1.089 0.030
H 1.644 2.099 -1.304
H 1.870 3.497 -2.373
H -3.065 1.955 0.529
H -2.318 -2.538 -2.890
H 0.532 0.437 3.924
H -0.034 -4.379 1.603
H -5.392 -2.997 4.287
H -6.410 -1.945 3.310
H -1.977 1.042 3.972
H 0.782 0.270 -2.655
H -4.480 2.790 -1.262
H -1.231 -3.346 2.404
H -3.979 4.167 0.959
H -3.989 0.075 4.948
H -5.856 -1.412 4.894
H -0.410 -0.986 -2.964
H -3.951 -2.003 -3.315
H -0.458 2.973 -2.456
H -2.025 -5.562 0.570
H 0.179 5.395 -2.258
H -4.206 0.099 -0.829
H 1.853 3.709 -0.618
H 0.089 -2.616 1.492
H -2.703 -0.827 -2.839
H -4.390 -2.555 1.625
H -0.867 -3.741 -0.602
H 1.234 5.476 4.246
H 0.537 4.582 1.242
H -5.369 -0.890 -1.718
H 2.780 4.643 4.123
H -3.135 1.919 -2.009
H -3.195 -4.723 -0.438
H -3.967 -2.940 -1.049
H -3.156 -4.437 1.310
```

Below is a cluster of 2 separate species, C2H9N3O in total in a non-equilibrium geometry, with properties calculated with ωB97M-V/def2-TZVPD.

The orbital gap comes out at 10.151 eV. The calculation puts the total energy at -321.0614 hartree. As for the energy above the lowest of the compared OMol25 structures with the same formula, charge and spin: 184.6 kJ/mol. The structure (SMILES) is NC=O.NCN. The total charge is 0.

The geometry in XYZ format:
```
15
C2H9N3O (ωB97M-V/def2-TZVPD)
O 2.866 -1.583 -1.334
N -2.296 2.045 0.563
N 2.107 -2.329 0.699
N -0.854 0.764 -1.079
C -1.002 1.365 0.161
C 2.046 -2.184 -0.689
H -0.856 0.657 1.012
H -0.114 1.288 -1.614
H -2.879 1.448 1.173
H 1.541 -3.141 1.092
H 2.277 -1.573 1.399
H -1.703 0.942 -1.739
H -0.316 2.101 0.387
H 1.112 -2.666 -1.109
H -1.929 2.865 1.076
```

Below is the molecule C5H11N3 in a non-equilibrium geometry, with properties calculated with ωB97M-V/def2-TZVPD.

The orbital gap (spin up / spin down) comes out at 6.295 / 7.095 eV. The calculation puts the total energy at -361.2746 hartree. As for the energy above the lowest of the compared OMol25 structures with the same formula, charge and spin: 301.3 kJ/mol. The total charge is 0.

The geometry in XYZ format:
```
19
C5H11N3 (ωB97M-V/def2-TZVPD)
N 0.870 -0.295 -0.947
N -0.405 0.672 2.405
N 2.175 -0.323 1.232
C -0.489 -0.278 -1.060
C -0.163 0.273 1.101
C -1.277 -0.130 0.202
C -1.163 -0.219 -2.376
C 1.146 0.359 0.492
H -1.739 -1.134 -2.567
H -1.789 -1.065 0.536
H 1.368 0.180 -1.712
H 3.101 -0.101 0.887
H -2.122 0.610 0.111
H -1.890 0.605 -2.380
H -0.462 -0.093 -3.204
H 2.025 -1.325 1.170
H 1.510 1.375 0.260
H -1.133 0.148 2.881
H 0.435 0.742 2.967
```

Below is a structure of composition C14H18I2IrN3 in a non-equilibrium geometry, with properties calculated with ωB97M-V/def2-TZVPD.

The orbital gap comes out at 5.677 eV. The calculation puts the total energy at -1407.7395 hartree. As for the energy above the lowest of the compared OMol25 structures with the same formula, charge and spin: 11.8 kJ/mol. The total charge is +2.

The geometry in XYZ format:
```
38
C14H18I2IrN3 (ωB97M-V/def2-TZVPD)
Ir 0.601 -0.064 1.500
I -2.757 1.952 2.917
I -0.295 0.983 3.737
N 1.538 -0.916 -0.169
N -1.279 -0.824 1.004
N 2.256 -1.259 2.496
C -2.051 -1.283 -3.096
C -2.134 -2.386 -2.256
C -1.518 -0.985 -0.415
C 0.056 3.892 0.171
C 2.952 -1.243 0.178
C -1.696 -0.042 -2.590
C -1.409 2.621 -1.240
C -0.023 1.484 0.353
C 2.951 -2.058 1.452
C 0.508 2.711 0.740
C -0.948 1.419 -0.687
C -1.865 -2.235 -0.905
C -0.925 3.842 -0.813
C -1.404 0.127 -1.238
H -2.413 -3.355 -2.646
H 3.971 -2.312 1.739
H 0.459 4.840 0.501
H -1.614 0.802 -3.262
H 1.285 2.766 1.499
H 1.521 -0.307 -0.987
H -1.464 -1.685 1.513
H -1.296 4.755 -1.257
H 3.479 -0.299 0.338
H 2.904 -0.592 2.914
H 2.402 -2.989 1.310
H -1.950 -3.080 -0.230
H -1.861 -0.075 1.389
H 3.447 -1.779 -0.631
H 1.952 -1.846 3.268
H -2.258 -1.393 -4.152
H -2.176 2.584 -2.003
H 1.052 -1.771 -0.440
```

Below is a cluster of 2 separate species, CH3BrFOP in total in a non-equilibrium geometry, with properties calculated with ωB97M-V/def2-TZVPD.

The orbital gap comes out at 8.101 eV. The calculation puts the total energy at -3130.3381 hartree. As for the energy above the lowest of the compared OMol25 structures with the same formula, charge and spin: 345.9 kJ/mol. The total charge is 0.

The geometry in XYZ format:
```
8
CH3BrFOP (ωB97M-V/def2-TZVPD)
Br 2.801 -0.646 -0.144
P 1.490 0.920 0.653
F 1.439 1.890 -0.637
O -1.506 -1.310 0.200
C -0.834 -0.066 0.235
H -0.832 0.456 -0.717
H -1.306 -1.741 -0.645
H -1.252 0.496 1.055
```